{"formula": "C19H24N4O3", "method": "wB97M-V/def2-TZVPD", "species": ["C", "C", "C", "C", "C", "C", "C", "C", "C", "O", "N", "C", "C", "N", "C", "O", "C", "C", "N", "C", "N", "O", "C", "C", "C", "C", "H", "H", "H", "H", "H", "H", "H", "H", "H", "H", "H", "H", "H", "H", "H", "H", "H", "H", "H", "H", "H", "H", "H", "H"], "positions_angstrom": [[1.154, -3.127, -5.296], [0.245, -3.051, -4.099], [0.512, -3.802, -2.955], [-0.317, -3.719, -1.850], [-1.427, -2.883, -1.868], [-1.715, -2.125, -2.996], [-2.882, -1.172, -3.010], [-2.423, 0.287, -2.849], [-2.376, 0.676, -1.385], [-3.337, 0.531, -0.651], [-1.199, 1.201, -0.946], [-0.991, 1.501, 0.450], [0.159, 2.481, 0.655], [0.580, 2.213, 2.024], [1.639, 2.898, 2.510], [2.258, 3.706, 1.828], [2.059, 2.686, 3.907], [3.161, 3.158, 4.494], [3.122, 2.760, 5.814], [1.971, 2.041, 6.051], [1.616, 1.531, 7.149], [1.303, 1.994, 4.852], [-0.089, 1.030, 2.589], [-0.617, 0.308, 1.350], [0.445, -0.590, 0.727], [-0.870, -2.223, -4.100], [0.651, -2.780, -6.197], [2.040, -2.506, -5.150], [1.496, -4.148, -5.466], [1.373, -4.460, -2.939], [-0.103, -4.311, -0.969], [-2.077, -2.822, -1.003], [-3.412, -1.274, -3.959], [-3.592, -1.404, -2.216], [-1.467, 0.454, -3.348], [-3.157, 0.954, -3.306], [-0.395, 1.134, -1.548], [-1.923, 1.927, 0.823], [0.983, 2.292, -0.042], [-0.136, 3.522, 0.530], [3.950, 3.748, 4.064], [3.795, 2.952, 6.532], [0.727, 1.053, 7.063], [0.610, 0.421, 3.156], [-0.901, 1.329, 3.256], [-1.507, -0.275, 1.592], [1.360, -0.033, 0.506], [0.711, -1.397, 1.411], [0.090, -1.045, -0.199], [-1.094, -1.640, -4.989]], "gap_ev": 8.9, "smiles": "[H]/N=c1/[nH]cc(C(=O)N2C[C@H](C)[C@H](NC(=O)CCc3cccc(C)c3)C2)o1", "energy_ha": -1183.2058, "homo_energy_ev": -8.28}

{"formula": "C19H24N4O4S", "method": "wB97M-V/def2-TZVPD", "species": ["C", "C", "H", "H", "S", "O", "O", "N", "C", "H", "C", "N", "C", "C", "C", "N", "C", "C", "C", "C", "C", "C", "C", "H", "H", "H", "H", "H", "H", "H", "H", "C", "C", "C", "H", "H", "N", "O", "O", "H", "C", "H", "H", "C", "H", "H", "H", "H", "H", "H", "H", "H"], "positions_angstrom": [[3.865, -1.417, -2.942], [2.705, -2.339, -3.232], [1.861, -1.831, -3.686], [2.993, -3.192, -3.840], [2.106, -3.025, -1.663], [3.209, -3.601, -0.952], [0.966, -3.859, -1.935], [1.637, -1.616, -0.864], [2.094, -1.482, 0.503], [3.106, -1.884, 0.543], [1.181, -2.237, 1.481], [-0.182, -1.767, 1.327], [-0.624, -0.675, 2.036], [-1.490, 0.264, 1.486], [-1.958, 1.379, 2.190], [-2.746, 2.296, 1.593], [-3.184, 2.244, 0.223], [-2.050, 2.244, -0.779], [-2.184, 1.571, -1.987], [-1.148, 1.558, -2.904], [0.039, 2.213, -2.620], [0.178, 2.891, -1.420], [-0.862, 2.911, -0.507], [-0.750, 3.442, 0.426], [1.098, 3.409, -1.195], [0.851, 2.198, -3.331], [-1.267, 1.033, -3.840], [-3.106, 1.052, -2.210], [-3.813, 1.359, 0.056], [-3.808, 3.126, 0.052], [-3.015, 3.082, 2.179], [-1.548, 1.527, 3.545], [-0.713, 0.550, 4.110], [-0.253, -0.513, 3.393], [0.368, -1.245, 3.881], [-0.441, 0.672, 5.148], [-1.932, 2.600, 4.356], [-1.533, 2.637, 5.510], [-2.658, 3.486, 3.888], [-1.794, 0.172, 0.460], [-0.635, -2.015, -0.025], [-1.684, -1.746, -0.133], [-0.533, -3.087, -0.221], [0.242, -1.268, -1.040], [-0.046, -1.541, -2.054], [0.145, -0.184, -0.914], [1.536, -2.093, 2.498], [1.211, -3.304, 1.240], [2.106, -0.415, 0.754], [4.301, -1.036, -3.862], [3.530, -0.581, -2.334], [4.626, -1.963, -2.389]], "gap_ev": 8.0, "smiles": "CCS(=O)(=O)N1CCN(c2ccc([N+](=O)[O-])c(NCc3ccccc3)c2)CC1", "energy_ha": -1656.4998, "homo_energy_ev": -8.05}

{"formula": "C19H24N4O6S", "method": "wB97M-V/def2-TZVPD", "species": ["C", "C", "H", "H", "O", "C", "O", "N", "C", "H", "H", "C", "N", "C", "O", "C", "H", "H", "S", "C", "N", "N", "C", "C", "C", "C", "C", "C", "C", "H", "O", "C", "H", "H", "H", "H", "O", "C", "H", "H", "H", "H", "O", "C", "H", "C", "H", "H", "H", "H", "H", "H", "H", "H"], "positions_angstrom": [[-6.734, -2.671, 0.931], [-5.378, -2.436, 1.579], [-5.497, -1.863, 2.505], [-4.870, -3.380, 1.788], [-4.492, -1.732, 0.709], [-4.653, -0.392, 0.668], [-5.433, 0.223, 1.355], [-3.847, 0.189, -0.257], [-3.777, 1.629, -0.340], [-4.564, 2.043, 0.292], [-3.943, 1.932, -1.380], [-2.399, 2.118, 0.128], [-1.370, 1.450, -0.637], [-0.582, 1.987, -1.590], [0.074, 1.309, -2.356], [-0.501, 3.507, -1.693], [-1.448, 3.933, -2.024], [0.270, 3.735, -2.431], [-0.095, 4.411, -0.151], [1.214, 3.457, 0.447], [1.904, 3.674, 1.524], [2.789, 2.666, 1.614], [2.603, 1.881, 0.596], [3.298, 0.657, 0.278], [2.909, -0.098, -0.818], [3.583, -1.289, -1.099], [4.631, -1.692, -0.286], [5.018, -0.920, 0.815], [4.350, 0.258, 1.105], [4.604, 0.887, 1.941], [6.057, -1.419, 1.532], [6.507, -0.692, 2.652], [7.335, -1.267, 3.062], [5.722, -0.595, 3.408], [6.861, 0.303, 2.367], [5.182, -2.600, -0.465], [3.138, -1.978, -2.179], [3.788, -3.176, -2.532], [3.275, -3.537, -3.421], [3.709, -3.925, -1.737], [4.844, -3.005, -2.767], [2.103, 0.216, -1.462], [1.598, 2.339, -0.198], [-1.436, 0.005, -0.520], [-0.642, -0.424, -1.132], [-2.806, -0.494, -0.990], [-2.896, -1.567, -0.834], [-2.925, -0.272, -2.057], [-1.281, -0.267, 0.529], [-2.335, 3.199, 0.024], [-2.267, 1.864, 1.186], [-6.615, -3.198, -0.013], [-7.357, -3.264, 1.594], [-7.223, -1.718, 0.746]], "gap_ev": 8.8, "smiles": "CCOC(=O)N1CCN(C(=O)CSc2nnc(-c3cc(OC)cc(OC)c3)o2)CC1", "energy_ha": -1807.0674, "homo_energy_ev": -8.33}

{"formula": "C19H24N4OS3ScSe2", "method": "wB97M-V/def2-TZVPD", "species": ["Sc", "N", "C", "S", "N", "N", "C", "C", "C", "C", "C", "C", "C", "C", "C", "C", "C", "C", "N", "H", "H", "H", "H", "H", "H", "H", "H", "H", "H", "H", "C", "Se", "C", "C", "Se", "C", "H", "H", "H", "H", "H", "H", "H", "H", "H", "H", "C", "O", "C", "S", "S", "H", "H", "H"], "positions_angstrom": [[0.752, 0.450, 0.364], [0.728, 0.620, -3.964], [0.616, 0.152, -2.713], [2.091, 0.061, -1.756], [-0.568, -0.226, -2.301], [-0.452, -0.738, -1.024], [-1.043, -1.823, -0.699], [-1.973, -2.570, -1.569], [-3.097, -1.931, -2.086], [-3.973, -2.630, -2.900], [-3.719, -3.957, -3.218], [-2.591, -4.592, -2.718], [-1.721, -3.903, -1.887], [-0.613, -2.351, 0.621], [-1.206, -3.452, 1.216], [-0.661, -3.957, 2.387], [0.458, -3.350, 2.928], [0.960, -2.223, 2.301], [0.444, -1.725, 1.178], [1.622, 0.891, -4.328], [-0.087, 0.649, -4.553], [-3.276, -0.890, -1.852], [-4.851, -2.136, -3.292], [-4.402, -4.498, -3.860], [-2.386, -5.622, -2.976], [-0.837, -4.397, -1.503], [-2.074, -3.904, 0.759], [-1.104, -4.820, 2.865], [0.928, -3.722, 3.826], [1.809, -1.696, 2.719], [4.134, 1.523, 1.852], [2.646, 2.452, 1.009], [3.533, 3.008, -0.640], [2.623, 3.955, -1.402], [0.789, 3.287, -1.627], [-0.110, 4.672, -0.603], [4.512, 0.741, 1.197], [3.759, 1.092, 2.777], [4.919, 2.239, 2.080], [3.759, 2.119, -1.221], [4.459, 3.506, -0.353], [3.033, 4.141, -2.393], [2.532, 4.912, -0.890], [0.099, 5.643, -1.046], [0.206, 4.641, 0.437], [-1.176, 4.467, -0.660], [-1.498, 2.302, 4.718], [-1.771, 2.301, 3.302], [-0.957, 1.686, 2.483], [0.432, 0.878, 3.020], [-1.357, 1.792, 0.834], [-2.305, 2.879, 5.156], [-0.535, 2.771, 4.910], [-1.501, 1.282, 5.095]], "gap_ev": 7.3, "energy_ha": -7790.7567, "total_charge": 1, "homo_energy_ev": -10.80}